C3H4O | the ωB97M-V functional and the def2-TZVPD basis

```
8
Properties=species:S:1:pos:R:3
C 0.14015 0.13211 0.02715
C 1.34781 0.53965 0.07235
C -1.03795 -0.66936 0.00559
O -1.07275 0.74001 0.07842
H 1.36352 1.56894 -0.04565
H 2.16625 -0.06491 -0.22651
H -1.51511 -1.07013 -0.86295
H -1.39193 -1.17630 0.95160
```

Computed properties:
Energy above the lowest of the compared OMol25 structures with the same formula, charge and spin, eV: 1.610
E_tot, eV: -5220.527
Total charge: 0
Highest occupied orbital energy, eV: -9.56
Frontier orbital gap, eV: 10.664
SMILES: C=C1CO1

Partial atomic charges computed with the Mulliken method, in multiples of e: C 0.403; C -0.837; C -0.101; O -0.397; H 0.289; H 0.280; H 0.208; H 0.156

***

C7H13O5Rb2 | the ωB97M-V functional and the def2-TZVPD basis

```
27
Properties=species:S:1:pos:R:3
Rb 5.85131 0.05870 -2.85177
Rb 1.78766 -1.20813 -5.47826
O 1.46000 -0.85789 -0.68336
C 2.39671 -0.38120 -1.57368
O 3.48987 0.00566 -1.09625
O 2.10558 -0.33092 -2.79239
H 2.15710 -0.75386 0.00472
C -0.76604 -2.17861 0.66370
C -1.29912 -1.65440 1.97956
O -2.44613 -1.29886 2.09992
C -0.38799 -1.69360 3.20323
H -0.80658 -1.39044 -0.08906
H -1.41148 -2.98350 0.31381
H 0.28112 -2.46532 0.67783
H 0.23954 -0.80809 3.27190
H 0.18055 -2.62807 3.16817
H -0.97229 -1.86960 4.10589
C -2.44279 1.93563 -0.60419
C -1.12074 2.54991 -1.06626
O -0.93568 3.25047 -2.02538
C -0.00074 2.34970 -0.04618
H -2.32393 0.94505 -0.16864
H -3.00280 1.85290 -1.53840
H -2.95097 2.55257 0.13476
H 0.91381 2.38164 -0.64615
H 0.02497 1.38361 0.45013
H -0.02094 3.23664 0.58636
```

Computed properties:
Energy above the lowest of the compared OMol25 structures with the same formula, charge and spin, eV: 0.000
E_tot, eV: -19013.555
Total charge: +1
Highest occupied orbital energy, eV: -11.00
Frontier orbital gap, eV: 6.897

Mulliken population analysis, charges in e, atoms 1 to 8: Rb 0.957; Rb 1.007; O -0.274; C 0.456; O -0.757; O -0.646; H 0.201; C -0.781

***

C41H33N2O4PS2W | the ωB97M-V functional and the def2-TZVPD basis

```
84
Properties=species:S:1:pos:R:3
W -0.25885 0.73962 -0.26853
C 2.39329 -0.65904 -2.06889
C 2.39274 0.26149 -0.90839
N 1.74592 1.42028 -0.95142
N 2.25862 2.39625 -0.14285
C 1.41014 3.25936 0.32544
S -0.31913 3.12155 0.09734
S 1.90409 4.62316 1.25281
C 3.72764 4.57803 1.12992
C 4.25399 5.11246 -0.16969
C 4.35988 6.48795 -0.35432
C 4.84097 7.00232 -1.54773
C 5.22419 6.14358 -2.56879
C 5.13054 4.77157 -2.38779
C 4.64604 4.25715 -1.19407
C 3.04421 -0.07012 0.35665
C 4.33344 -0.53105 0.56370
C 4.75876 -0.79962 1.86085
C 3.89192 -0.63679 2.92884
C 2.57694 -0.21070 2.73562
C 2.17850 0.06911 1.45284
O 0.86500 0.44180 1.19152
H 1.74405 -0.30911 -2.86671
H 2.15298 -1.68074 -1.77805
H 3.42502 -0.66467 -2.44375
H 4.05639 3.56225 1.34084
H 4.02527 5.21229 1.96570
H 4.07250 7.16435 0.44282
H 4.92561 8.07291 -1.67630
H 5.60665 6.54426 -3.49786
H 5.44753 4.10076 -3.17572
H 4.59156 3.18537 -1.04873
H 5.01404 -0.64332 -0.27036
H 5.77047 -1.13832 2.03407
H 4.23059 -0.86011 3.93151
H 1.88503 -0.12731 3.56188
C -4.00051 1.49904 1.89362
C -2.79778 1.71382 2.54749
C -1.74644 0.83440 2.34784
C -1.86291 -0.25494 1.44588
C -3.11166 -0.42644 0.78375
C -4.16298 0.42417 1.01567
P -0.76504 -1.73544 1.64811
C -1.69389 -2.95210 2.60589
C -3.07571 -3.14647 2.57970
C -3.64975 -4.13444 3.36045
C -2.85205 -4.94140 4.16424
C -1.47919 -4.75639 4.19593
C -0.90041 -3.75763 3.42565
C -0.78317 -2.20085 -0.09295
C -0.90953 -3.52576 -0.50356
C -0.98572 -3.82804 -1.84763
C -0.92414 -2.81318 -2.81070
C -0.76824 -1.50462 -2.42522
C -0.63488 -1.14631 -1.05717
H -4.83022 2.17249 2.06829
H -2.68516 2.54760 3.22656
H -0.82622 0.95980 2.90333
H -3.22160 -1.24690 0.08469
H -5.11221 0.26758 0.52115
H -3.71306 -2.52864 1.96141
H -4.72167 -4.27843 3.34380
H -3.30699 -5.71250 4.77142
H -0.85846 -5.37867 4.82597
H 0.17116 -3.60011 3.46525
H -1.01264 -4.31053 0.23640
H -1.12907 -4.85436 -2.16052
H -0.99788 -3.06398 -3.86032
H -0.69817 -0.74308 -3.18758
O -0.54867 2.62816 -4.62632
C -1.81039 2.90431 -4.28007
C -2.55901 3.67353 -5.17203
C -3.85996 3.99864 -4.86932
C -4.47036 3.58206 -3.67379
C -3.75185 2.83037 -2.78927
C -2.41290 2.47327 -3.07660
C -1.69659 1.69056 -2.13384
O -2.15143 1.35629 -0.97062
O -0.48072 1.27351 -2.29848
H -0.09724 2.13445 -3.92637
H -2.09123 4.00091 -6.08982
H -4.42675 4.59470 -5.57280
H -5.49363 3.85631 -3.46316
H -4.18869 2.49274 -1.85917
```

Computed properties:
Energy above the lowest of the compared OMol25 structures with the same formula, charge and spin, eV: 3.682
E_tot, eV: -86992.159
Total charge: +2
Highest occupied orbital energy (alpha / beta), eV: -13.05 / -13.05
Frontier orbital gap (alpha / beta), eV: 4.511 / 4.512

Mulliken population analysis, charges in e, atoms 1 to 8: W 0.628; C -1.757; C 0.687; N -0.336; N -0.057; C 0.412; S -0.478; S -0.004

***

C6H10 | the ωB97M-V functional and the def2-TZVPD basis

```
16
Properties=species:S:1:pos:R:3
C -2.84200 -0.07244 -0.67353
C -1.47323 -0.70028 -0.96999
C 2.78884 0.23260 1.54876
C 1.83352 0.55386 0.60181
C 0.63545 -0.13948 0.33306
C -0.26472 0.14642 -0.69767
H -2.90291 0.42995 0.28910
H -3.62986 -0.82840 -0.69540
H -3.07261 0.68667 -1.42239
H -1.48245 -0.97457 -2.03942
H -1.37207 -1.63358 -0.42129
H 3.70956 0.79398 1.68855
H 2.70146 -0.54914 2.29712
H 1.96157 1.41950 -0.05353
H 0.36501 -0.93160 1.02861
H 0.01092 0.91088 -1.41274
```

Computed properties:
Energy above the lowest of the compared OMol25 structures with the same formula, charge and spin, eV: 0.014
E_tot, eV: -6382.110
Multiplicity: 2
Total charge: -1
Highest occupied orbital energy (alpha / beta), eV: 0.43 / -2.50
Frontier orbital gap (alpha / beta), eV: 4.079 / 6.686
⟨S²⟩: 0.769

Mulliken population analysis, charges in e, atoms 1 to 8: C -1.293; C -0.488; C -1.066; C -0.194; C -0.375; C -0.487; H 0.347; H 0.404

***

C2H6N4O2 | the ωB97M-V functional and the def2-TZVPD basis

```
14
Properties=species:S:1:pos:R:3
C 0.15152 0.47904 -0.93048
C -0.89670 -1.15186 1.90652
H 3.41276 1.87435 -0.95565
H 0.86984 1.99908 -2.44010
H -0.43858 -0.33384 -2.58382
H -1.29086 -0.41929 -0.32195
H -0.15355 -0.91013 3.16462
H -1.48779 -2.89731 2.49032
N 1.27423 1.22791 -1.51742
N -0.65411 -0.27292 -1.51393
N -0.91703 -0.06500 0.81079
N -1.78230 -2.13907 1.62543
O 1.69292 2.09842 -0.11581
O 0.21966 0.51061 0.38148
```

Computed properties:
Energy above the lowest of the compared OMol25 structures with the same formula, charge and spin, eV: 14.694
E_tot, eV: -12211.958
Total charge: 0
Highest occupied orbital energy, eV: -8.26
Frontier orbital gap, eV: 5.600

Mulliken population analysis, charges in e, atoms 1 to 8: C 0.237; C 0.014; H 0.329; H 0.324; H 0.265; H 0.535; H 0.247; H 0.266

***

C2H2LiNaO2 | the ωB97M-V functional and the def2-TZVPD basis

```
8
Properties=species:S:1:pos:R:3
H -2.74334 -0.62063 -1.32866
O 2.20181 0.16657 -0.00466
C 1.04557 0.30035 0.04801
C -0.23704 0.73806 0.34594
O -1.23997 0.17858 -0.19465
Li 4.04238 -0.42335 -0.55923
H -0.32023 1.42021 1.20579
Na -2.74918 -1.75978 0.48745
```

Computed properties:
Energy above the lowest of the compared OMol25 structures with the same formula, charge and spin, eV: 4.728
E_tot, eV: -10812.326
Multiplicity: 2
Total charge: +1
Highest occupied orbital energy (alpha / beta), eV: -9.37 / -9.35
Frontier orbital gap (alpha / beta), eV: 5.168 / 5.144
⟨S²⟩: 0.751

Partial atomic charges computed with the Mulliken method, in multiples of e: H 0.019; O -0.485; C 0.355; C -0.303; O -0.680; Li 0.973; H 0.290; Na 0.832

***

C3H32NO12S | the ωB97M-V functional and the def2-TZVPD basis

```
49
Properties=species:S:1:pos:R:3
C -1.91323 1.11152 0.60547
C -0.79129 0.32213 -0.06229
C -0.78773 0.50966 -1.59762
S -0.03465 2.04626 -2.26622
N 0.47602 0.62070 0.58699
H -1.89622 1.07167 1.69822
H -2.88506 0.76595 0.24690
H -1.82090 2.15903 0.32138
H -0.99738 -0.74770 0.06357
H -0.20526 -0.32083 -2.00447
H -1.82114 0.47579 -1.95585
H 1.25474 0.39070 -0.01217
H 0.57056 1.61028 0.79038
H -0.49129 5.07662 -1.11753
H -0.61378 3.49136 -1.15607
O -0.84840 4.34200 -0.57865
H -2.05569 -2.47428 2.22040
H -2.34855 -0.95192 2.34705
O -1.97408 -1.68000 2.83440
H 3.75480 -2.07628 2.61008
H 2.38508 -1.36824 2.23478
O 3.25855 -1.67297 1.89780
H 1.96059 -3.42260 1.33277
H 0.78049 -2.67217 1.93107
O 1.01538 -3.53133 1.50606
H 0.42048 3.93020 2.23625
H 0.24372 4.06012 0.72973
O 0.92496 3.90950 1.42997
H 3.24155 -1.56363 0.07011
H 3.11713 -0.61096 -1.19568
O 3.01545 -1.54963 -0.88236
H -0.23868 -1.35542 2.93982
H 0.62435 -0.35634 2.04070
O 0.69032 -1.08894 2.73225
H -1.08580 -4.02102 1.05316
H -2.17313 -3.50945 0.06180
O -2.02657 -3.81427 0.99223
H -0.94415 -3.01274 -1.58539
H -2.09542 -1.96278 -1.83394
O -1.92958 -2.88619 -1.60684
H 0.79200 -3.34953 -0.28788
H 1.53819 -2.51565 -1.32236
O 0.76473 -3.12813 -1.25193
H 3.00219 1.92258 -1.08105
H 2.18685 1.37155 -2.21287
O 2.98033 1.16113 -1.68229
H -3.38231 3.64868 -2.08782
H -2.62139 4.29361 -0.90575
O -3.50786 4.25689 -1.32900
```

Computed properties:
Energy above the lowest of the compared OMol25 structures with the same formula, charge and spin, eV: 0.000
E_tot, eV: -40531.124
Total charge: -1
Highest occupied orbital energy, eV: -4.80
Frontier orbital gap, eV: 7.420

Mulliken population analysis, charges in e, atoms 1 to 8: C -1.652; C 1.757; C -1.173; S -0.640; N -0.341; H 0.431; H 0.413; H 0.165

***

C3H3IN2O | the ωB97M-V functional and the def2-TZVPD basis

```
10
Properties=species:S:1:pos:R:3
C -0.74084 0.21536 -0.64010
C 2.45846 -1.03967 1.12478
C -1.76347 1.22929 -0.54801
N 0.33751 -0.23528 -0.72805
N 1.35395 -0.90833 -0.88351
O 1.61701 -1.60910 0.38657
I 2.52298 -2.17124 2.89415
H -1.62620 1.71326 0.38618
H -1.52486 1.98215 -1.17303
H -2.63453 0.82357 -0.81897
```

Computed properties:
Energy above the lowest of the compared OMol25 structures with the same formula, charge and spin, eV: 6.366
E_tot, eV: -16280.630
Total charge: 0
Highest occupied orbital energy, eV: -8.55
Frontier orbital gap, eV: 8.671

Mulliken population analysis, charges in e, atoms 1 to 8: C 0.496; C -0.183; C -1.008; N 0.696; N -1.018; O 0.044; I -0.011; H 0.314

***

C5H8BeO3 | the ωB97M-V functional and the def2-TZVPD basis

```
17
Properties=species:S:1:pos:R:3
O 0.88085 -0.66834 1.28624
C -0.32913 0.54042 0.42891
C 0.64320 0.97136 -0.64976
O 1.88821 0.31287 -0.44584
C 1.92999 -0.55351 0.62040
O 2.84732 -1.36787 0.37712
Be 3.14068 -0.72227 -0.81811
C -1.76675 0.60556 0.18466
C -1.55867 -0.89962 -0.07609
H -0.08624 0.91695 1.42847
H 0.83634 2.04500 -0.54537
H 0.26736 0.75654 -1.65813
H -2.36619 0.80219 1.07527
H -2.03934 1.16120 -0.71671
H -2.12116 -1.51458 0.63041
H -0.47568 -1.25841 0.01800
H -1.69081 -1.12749 -1.13947
```

Computed properties:
Energy above the lowest of the compared OMol25 structures with the same formula, charge and spin, eV: 3.080
E_tot, eV: -11846.814
Multiplicity: 2
Total charge: +1
Highest occupied orbital energy (alpha / beta), eV: -10.47 / -15.46
Frontier orbital gap (alpha / beta), eV: 5.561 / 10.536
⟨S²⟩: 0.751

Mulliken population analysis, charges in e, atoms 1 to 8: O -0.499; C 0.159; C -0.306; O -0.276; C 0.792; O -0.054; Be -0.093; C -0.535